Entry 1:
Density functional theory data (the ωB97M-V functional and the def2-TZVPD basis) for 7 unconnected molecules or ions with the total composition C28H76N6O8.

Geometry as XYZ:
```
118
Properties=species:S:1:pos:R:3:forces:R:3
C -10.827808 -13.600417 2.648045 1.162 0.312 -0.827
O -11.840274 -14.507446 3.022732 0.213 1.058 -0.163
C -12.794150 -13.814994 3.794504 -1.432 -0.275 0.498
C -14.013420 -14.718227 4.019248 0.757 -0.931 0.900
C -13.599299 -16.080693 4.569687 0.375 -1.059 0.153
N -14.875499 -14.910735 2.865337 -0.305 -0.012 -0.856
H -11.085351 -12.926545 1.823867 -0.602 0.064 0.190
H -9.936857 -14.102777 2.262291 -0.266 -0.569 0.284
H -10.456677 -12.962277 3.456785 -0.337 -0.108 0.340
H -12.377698 -13.504742 4.761698 0.166 -0.409 0.166
H -13.175701 -12.862230 3.403678 0.352 -0.108 -0.837
H -14.595137 -14.283245 4.838516 -0.149 0.351 -0.292
H -14.481009 -16.679051 4.819229 -0.138 0.278 0.246
H -12.949803 -16.064307 5.449526 -0.137 0.306 0.074
H -13.076957 -16.726966 3.857703 0.137 0.449 -0.305
H -14.363305 -15.173446 2.025799 0.517 0.485 0.162
H -15.401765 -15.769533 2.998842 -0.339 0.248 0.380
C -13.567709 -9.973568 6.310560 -0.666 0.456 -0.817
O -13.813502 -11.022825 7.196282 0.898 -0.590 0.933
C -14.890562 -11.862578 6.893028 -0.726 -0.619 -0.403
C -15.065871 -12.970688 7.949017 0.112 -0.437 1.530
C -13.840191 -13.843099 8.160334 0.841 -0.572 0.218
N -16.212010 -13.869873 7.750260 0.559 0.681 -1.845
H -14.534203 -9.524208 6.055099 0.136 0.293 -0.138
H -13.064512 -10.234348 5.370918 -0.146 -0.623 0.064
H -12.929427 -9.200541 6.735797 -0.164 -0.218 0.618
H -15.803530 -11.259981 6.808650 -0.202 0.014 0.146
H -14.792329 -12.352007 5.916948 0.286 -0.003 -0.124
H -15.264781 -12.558519 8.947074 0.506 0.953 -0.177
H -12.926922 -13.288902 8.382220 -0.155 0.283 -0.240
H -13.610649 -14.563460 7.369961 -0.226 0.380 -0.441
H -13.954716 -14.497552 9.031623 -0.368 0.195 0.124
H -16.156147 -14.652432 8.377379 -0.405 0.072 0.208
H -17.075469 -13.349712 7.749389 -0.232 -0.397 0.366
C -8.311402 -9.973237 4.039732 0.783 -0.951 1.455
O -7.804759 -9.539743 2.811568 -0.560 0.103 -0.166
C -7.742001 -10.564251 1.823220 0.399 -0.145 -0.290
C -6.679559 -10.140764 0.802949 0.544 0.216 0.272
C -7.114535 -9.095641 -0.208306 -0.339 0.054 -0.516
N -6.085522 -11.327673 0.187564 -0.127 -0.064 -0.329
H -7.564455 -10.634779 4.502811 -0.104 -0.176 -0.031
H -9.252589 -10.534969 4.071368 -0.143 0.149 -0.730
H -8.409143 -9.173065 4.777182 -0.012 0.463 -0.522
H -7.375292 -11.511752 2.229300 0.016 0.101 0.379
H -8.722144 -10.786514 1.388508 -0.106 0.245 -0.121
H -5.896635 -9.687214 1.417522 -0.024 -0.012 0.106
H -7.633030 -8.258215 0.261228 -0.080 -0.063 0.030
H -7.759636 -9.537596 -0.975107 -0.317 -0.059 0.260
H -6.290893 -8.682830 -0.795426 0.279 -0.051 0.341
H -6.463509 -11.441486 -0.745097 -0.032 -0.130 0.033
H -5.086545 -11.222169 0.068004 -0.003 0.079 0.066
C -16.293550 -8.863674 8.587922 1.287 -0.383 -1.477
O -15.358471 -7.894912 8.093231 -0.332 -0.387 0.312
C -16.026603 -6.788999 7.491066 0.437 -0.723 0.784
C -14.962270 -5.925452 6.837300 0.512 1.657 -0.267
C -14.309213 -6.465154 5.584270 -0.322 -2.345 -1.115
N -13.934837 -5.521370 7.790480 0.043 -0.285 1.146
H -16.922859 -9.043450 7.711394 -0.963 -0.100 0.626
H -16.765623 -8.633370 9.541378 -0.318 0.442 -0.213
H -15.747153 -9.801568 8.699546 0.225 0.119 0.274
H -16.799463 -7.123890 6.786331 0.298 -0.100 -0.331
H -16.591196 -6.327387 8.310084 0.253 0.770 -0.235
H -15.467978 -4.985480 6.582253 -0.162 -0.097 -0.180
H -15.033129 -6.866797 4.859844 -0.248 0.494 -0.062
H -13.741912 -7.387334 5.760247 -0.013 0.080 0.671
H -13.574232 -5.898383 5.017926 -0.323 0.852 0.493
H -13.496443 -6.336786 8.205621 -0.177 -0.066 0.023
H -13.179191 -4.990744 7.379967 -0.221 0.100 -0.356
C -13.369917 -4.551189 2.888104 0.070 1.129 0.010
O -12.153419 -4.958092 3.530801 -1.085 -0.004 -1.528
C -11.429679 -5.707570 2.575264 1.281 -1.138 0.401
C -10.635326 -6.742108 3.360483 0.220 -1.958 -0.523
C -9.656224 -6.188039 4.388076 -0.597 1.860 -0.245
N -9.970207 -7.662100 2.405399 0.354 0.253 0.073
H -14.005286 -3.983607 3.566680 0.299 -0.014 0.288
H -13.999568 -5.345450 2.479864 0.397 -0.459 0.173
H -13.100528 -3.886024 2.062581 -0.158 0.041 -0.095
H -12.043783 -6.208477 1.820153 -0.503 -0.208 0.488
H -10.708976 -5.201204 1.911706 -0.083 1.020 0.533
H -11.344346 -7.444762 3.811834 -0.221 0.602 0.557
H -8.685405 -5.943276 3.951044 0.080 -0.469 -0.115
H -9.538264 -6.725107 5.325309 -0.061 -0.319 -0.185
H -10.048564 -5.191155 4.624936 0.053 -0.110 0.539
H -9.507380 -7.117003 1.680327 0.114 -0.095 0.025
H -9.214295 -8.121745 2.916079 -0.137 0.115 -0.544
C -10.985437 -11.684301 -1.108429 -0.091 -0.338 0.916
O -9.783556 -12.334410 -0.737652 0.302 0.162 -0.067
C -9.889561 -13.751946 -0.805224 -1.338 0.443 0.901
C -8.692485 -14.393576 -0.117796 0.308 -0.458 -0.254
N -7.644358 -14.923306 -0.980096 -0.445 0.213 -0.689
C -7.172266 -13.975292 -1.982242 -0.072 0.562 0.603
C -7.922235 -13.992311 -3.321395 0.649 0.358 -0.075
O -6.906220 -14.240285 -4.274915 0.271 -1.164 -0.576
C -7.313866 -14.189440 -5.628280 -0.408 1.484 0.428
H -11.847161 -12.133646 -0.595860 -0.018 -0.458 -0.261
H -11.118472 -11.733122 -2.188880 -0.156 0.364 -0.087
H -10.993406 -10.704030 -0.633151 0.427 0.275 -0.701
H -10.244062 -14.038521 -1.801209 0.842 -0.375 -0.205
H -10.760174 -14.008699 -0.180940 0.028 -0.088 0.039
H -9.042313 -15.233425 0.485780 -0.108 0.027 -0.013
H -8.320455 -13.633231 0.581478 0.027 0.126 -0.043
H -6.902831 -15.330345 -0.432984 0.108 0.139 -0.031
H -6.109920 -14.105407 -2.178681 -0.047 -0.477 -0.208
H -7.203713 -12.953968 -1.587888 -0.311 -0.020 0.068
H -8.362972 -13.010528 -3.546158 -0.094 0.037 0.132
H -8.734715 -14.724360 -3.337597 0.218 -0.273 -0.069
H -8.241992 -14.727017 -5.835528 0.067 -0.244 0.097
H -6.526828 -14.485005 -6.316858 0.176 -0.356 0.364
H -7.491376 -13.119768 -5.812274 -0.294 -0.077 -0.485
C -13.412159 -9.217308 2.598348 -0.090 -0.682 0.119
C -12.449780 -9.341723 1.410280 0.379 1.002 0.446
O -11.424050 -10.289414 1.699560 -0.148 -0.160 -0.191
H -13.158664 -10.080192 3.218439 -0.344 -0.056 0.038
H -14.462195 -9.299984 2.315754 0.005 0.017 -0.048
H -13.316280 -8.356301 3.262089 0.263 0.256 -0.348
H -11.916226 -8.408022 1.232575 -0.313 0.225 -0.073
H -12.974289 -9.563855 0.481669 0.038 -0.570 0.054
H -10.693722 -9.760255 2.055108 -0.029 0.125 -0.106
```
Positions in Å, forces in eV/Å.

Computed properties:
* lowest unoccupied orbital energy: 0.667 eV
* energy relative to the best compared isomer or geometry (same formula, charge and spin): 6.1 kcal/mol
* HOMO energy: -8.5 eV
* net charge: 0



Entry 2:
Density functional theory data (the ωB97M-V functional and the def2-TZVPD basis) for 10 unconnected molecules or ions with the total composition C28H76O10.

Geometry as XYZ:
```
114
Properties=species:S:1:pos:R:3:forces:R:3
C -0.254794 -0.398720 -5.710229 -0.097 0.160 0.169
C 0.712729 0.184764 -4.701325 0.534 0.078 -0.392
C 1.959908 -0.689928 -4.520590 -0.252 0.482 0.814
O 1.106664 1.488712 -5.212874 -0.196 -0.579 0.537
H -1.080497 0.301335 -5.845343 0.037 -0.054 -0.212
H -0.677580 -1.337479 -5.355154 0.045 -0.003 0.118
H 0.251879 -0.597571 -6.655727 -0.052 0.164 -0.046
H 0.200946 0.303063 -3.733383 0.069 0.054 -0.159
H 1.700942 -1.683177 -4.138837 -0.014 0.017 -0.309
H 2.598350 -0.245244 -3.742069 -0.009 -0.038 -0.198
H 2.533779 -0.732281 -5.441574 -0.043 -0.190 -0.130
H 1.698564 1.881711 -4.558042 -0.091 -0.025 -0.174
C 0.250107 -2.581803 3.263069 0.691 0.288 0.048
C 0.760698 -3.567519 2.226552 -0.420 -0.551 -0.944
C 0.645955 -5.001323 2.711301 -0.390 -0.580 0.167
O -0.004792 -3.472979 0.992352 0.363 0.627 0.742
H -0.835911 -2.618821 3.308529 -0.073 -0.128 0.104
H 0.545389 -1.556415 3.027548 -0.114 -0.012 -0.143
H 0.687892 -2.804038 4.243265 -0.198 -0.067 -0.059
H 1.820503 -3.411631 1.966346 -0.159 0.325 0.205
H -0.275251 -5.190419 3.278299 0.132 0.307 0.049
H 1.496638 -5.270774 3.343236 -0.101 0.056 0.018
H 0.589869 -5.723155 1.891995 0.301 0.274 -0.161
H 0.005070 -2.521841 0.748397 0.052 -0.505 -0.126
C -0.942451 3.758532 4.855204 0.023 -0.182 1.000
C -0.639279 2.805344 3.718089 0.221 -0.089 0.453
C 0.663333 3.133340 3.045165 1.372 0.790 0.634
O -0.565313 1.451197 4.237394 -0.374 0.515 -0.376
H -1.203038 4.757098 4.508086 0.026 0.008 0.042
H -0.105903 3.823041 5.572666 0.178 0.192 -0.571
H -1.724233 3.367338 5.517657 -0.337 0.097 -0.566
H -1.450570 2.841963 2.992211 -0.144 -0.350 0.056
H 0.968129 2.471979 2.239921 -0.265 -0.119 -0.112
H 1.451935 3.094753 3.817653 -0.129 -0.386 -0.142
H 0.780300 4.179332 2.735689 -0.584 -0.150 -0.320
H 0.029606 1.466418 4.995988 -0.005 -0.125 -0.087
C 3.503242 -2.647853 -1.580983 0.069 0.318 -0.187
C 5.001848 -2.674322 -1.422334 0.225 -0.901 0.438
C 5.472803 -2.566771 0.040277 0.321 0.513 -1.141
O 5.500267 -3.908976 -2.008878 -0.003 0.573 0.221
H 3.081103 -1.670723 -1.335722 -0.017 -0.063 0.090
H 3.055054 -3.399321 -0.933163 -0.223 -0.074 -0.013
H 3.289524 -2.861048 -2.627255 -0.265 -0.071 0.040
H 5.465772 -1.875951 -2.005496 0.018 -0.106 -0.035
H 6.561566 -2.620030 -0.015600 -0.016 -0.286 0.415
H 5.044158 -3.353390 0.659221 0.066 -0.018 0.063
H 5.232732 -1.580221 0.440273 -0.180 -0.127 0.083
H 5.054429 -4.651032 -1.579775 0.025 0.182 -0.011
C 3.824073 -0.230351 2.347357 -0.245 -0.038 -0.095
C 4.955586 0.617428 2.898951 0.021 0.055 0.640
C 4.575190 2.090423 2.939594 0.169 -0.743 -0.400
O 5.287479 0.212265 4.250783 -0.024 0.167 -0.498
H 2.893334 -0.071739 2.900700 0.150 0.055 0.144
H 4.060231 -1.292441 2.399978 0.009 -0.021 -0.051
H 3.604302 0.035139 1.306584 0.147 -0.095 0.066
H 5.850668 0.531142 2.267183 -0.116 -0.167 0.043
H 3.770199 2.259002 3.650076 -0.026 0.048 0.077
H 4.228522 2.313492 1.927676 0.013 0.473 0.129
H 5.455121 2.670928 3.197623 -0.092 0.286 0.019
H 5.949917 -0.484938 4.212735 -0.117 0.002 -0.022
C -4.079775 0.794577 1.891316 0.126 -0.048 0.626
C -3.085208 -0.327752 2.186730 0.162 -0.216 -0.425
C -3.238020 -1.518328 1.228134 0.098 0.573 -0.078
O -1.729821 0.172511 2.038779 -0.571 0.129 0.297
H -3.913188 1.198287 0.893776 -0.012 0.001 -0.004
H -3.962769 1.589981 2.638953 0.085 0.022 -0.234
H -5.115731 0.459094 1.983566 0.084 -0.137 -0.138
H -3.204437 -0.692548 3.216807 -0.026 0.183 -0.121
H -4.291408 -1.710999 1.019819 0.000 -0.119 0.193
H -2.755101 -2.413420 1.614249 0.011 -0.037 -0.019
H -2.778323 -1.273607 0.263592 0.020 0.032 0.136
H -1.486856 0.698005 2.825670 0.043 -0.554 -0.212
C -1.338525 -4.033771 -4.331601 0.026 0.463 0.469
C -2.113634 -3.387806 -3.173397 0.381 0.411 -0.690
C -1.153897 -2.699043 -2.229215 0.082 -1.059 0.832
O -3.000046 -2.360103 -3.678879 -0.005 -0.393 -0.036
H -0.884919 -4.974088 -4.020710 -0.153 -0.091 -0.024
H -0.512707 -3.360978 -4.575317 -0.091 -0.079 -0.356
H -1.980761 -4.193074 -5.200863 0.118 -0.125 -0.010
H -2.682577 -4.162813 -2.648893 -0.164 0.226 0.003
H -0.671724 -1.822402 -2.653450 -0.122 0.072 -0.181
H -0.382403 -3.430694 -1.956269 0.059 0.204 0.004
H -1.638664 -2.461761 -1.281564 -0.005 0.318 -0.121
H -3.146698 -2.512559 -4.619358 -0.089 -0.006 0.139
C -2.395738 1.125255 -1.884884 0.210 -0.548 0.435
C -3.894546 0.829141 -1.956856 0.251 -0.733 -0.756
C -4.730918 2.086086 -1.836894 0.043 -0.149 -0.418
O -4.252475 0.219802 -3.236639 0.401 0.154 0.907
H -2.130780 1.436058 -0.858818 -0.073 0.257 -0.334
H -2.064047 1.850640 -2.630376 -0.205 0.189 0.124
H -1.794244 0.222962 -2.048961 -0.269 -0.065 -0.062
H -4.135564 0.093642 -1.168478 -0.065 0.331 -0.104
H -4.788469 2.499287 -0.831888 0.045 -0.133 0.137
H -5.725755 1.835456 -2.203377 -0.102 0.239 0.129
H -4.290900 2.848431 -2.485459 -0.180 0.022 -0.040
H -3.885278 -0.686944 -3.243757 -0.028 0.453 -0.025
C -0.850359 4.727376 -0.452958 -0.334 -0.021 -0.347
C -2.271632 5.175117 -0.183561 -0.363 0.917 0.805
C -2.809694 4.576454 1.124650 0.295 -0.516 -0.169
O -2.228165 6.627809 -0.078107 0.194 -0.621 -0.033
H -0.236528 4.978638 0.411489 0.058 -0.165 0.036
H -0.426687 5.234293 -1.320367 -0.112 0.023 -0.016
H -0.847545 3.653547 -0.654139 0.172 0.005 0.153
H -2.981171 4.930012 -0.986242 0.356 -0.177 -0.055
H -2.121578 4.709390 1.965696 0.015 0.426 -0.167
H -2.901698 3.483190 1.036711 -0.227 0.229 -0.177
H -3.781842 4.997197 1.391155 0.000 -0.082 -0.032
H -3.048275 6.934360 0.319004 -0.060 -0.048 -0.039
C 0.816585 0.359363 -0.416678 -0.623 -0.275 -0.167
O 0.099540 -0.693141 0.236338 0.001 0.632 0.065
H 1.874423 0.101184 -0.494507 -0.040 0.054 0.232
H 0.443530 0.510672 -1.442819 0.032 -0.083 0.208
H 0.672413 1.304502 0.116194 0.259 -0.045 0.003
H -0.582075 -0.292029 0.831343 0.387 -0.307 -0.289
```
Positions in Å, forces in eV/Å.

Computed properties:
* lowest unoccupied orbital energy: 0.407 eV
* energy relative to the best compared isomer or geometry (same formula, charge and spin): 11.3 kcal/mol
* HOMO energy: -9.7 eV
* net charge: 0



> The highest HOMO energy belongs to which entry?

C28H76N6O8



> Look up the net charge of the first one.

0